Entry 1:
This record from the Open Molecules 2025 dataset describes a molecular structure, C24H30BeN4O2. The level of theory is the ωB97M-V functional and the def2-TZVPD basis.

Each line ends with the Mulliken charge.
Cartesian coordinates (Å):
Be1 1.231358 11.772422 -29.232422  1.8396
C1 4.555343 15.268831 -29.224804  -1.2814
C2 3.091112 15.067166 -29.067332  -0.6262
O1 2.588638 13.804985 -29.040792  -0.5084
H1 4.819565 16.322707 -29.348645  0.3795
H2 4.955615 14.668896 -30.045176  0.2799
H3 5.165270 15.043349 -28.340700  0.3007
H4 2.711874 15.614200 -29.957068  0.3202
H5 2.704046 15.761949 -28.300942  0.3340
C3 -0.561345 7.402001 -29.116363  -1.4127
C4 -0.785171 8.726868 -28.382195  -0.2229
O2 0.172935 9.636115 -28.895770  -0.6842
H6 -1.149052 6.564070 -28.726267  0.3856
H7 0.454440 7.011633 -29.205612  0.3091
H8 -0.819505 7.466045 -30.177911  0.3007
H9 -0.534361 8.584272 -27.324641  0.3044
H10 -1.823002 9.031865 -28.550914  0.2097
N1 -0.882987 12.616005 -30.197482  0.3062
C5 -1.063216 13.940903 -30.446256  -0.0945
C6 -2.199500 14.549039 -30.932086  -1.0802
C7 -3.304246 13.730997 -31.163061  -0.1662
C8 -3.179087 12.390621 -30.913363  -0.8430
C9 -1.955062 11.858810 -30.423743  -0.0936
H11 -0.125028 14.481204 -30.385278  0.3525
H12 -2.318214 15.611577 -31.085025  0.4435
H13 -4.246670 14.039048 -31.596596  0.3729
H14 -4.024082 11.718733 -30.848371  0.3840
H15 -1.893500 10.783834 -30.312146  0.3338
N2 -0.189224 12.764384 -27.164754  0.1015
C10 -0.280726 14.126327 -27.020064  -0.0083
C11 -0.863370 14.700948 -25.900409  -1.0145
C12 -1.325396 13.884433 -24.902539  -0.1615
C13 -1.270872 12.520296 -25.043635  -0.8022
C14 -0.725307 11.997037 -26.207440  0.1138
H16 0.152149 14.554362 -27.914330  0.3374
H17 -0.851435 15.782120 -25.932560  0.3902
H18 -1.851343 14.233927 -24.022907  0.3654
H19 -1.739590 11.794943 -24.393286  0.3974
H20 -0.706644 10.933446 -26.411256  0.1882
N3 2.640719 10.913789 -27.407667  0.0505
C15 2.282646 10.003176 -26.488032  0.3180
C16 3.021640 9.696619 -25.355094  -0.9819
C17 4.264073 10.264917 -25.188075  -0.1911
C18 4.630015 11.302828 -26.033002  -0.7896
C19 3.748278 11.634016 -27.051125  -0.0209
H21 1.295654 9.564173 -26.556479  0.1266
H22 2.702371 8.891234 -24.708873  0.3964
H23 4.856946 9.972831 -24.330903  0.3785
H24 5.573191 11.818685 -25.932248  0.4150
H25 4.168451 12.325737 -27.769858  0.2759
N4 1.685657 11.936237 -31.661320  0.0591
C20 2.358109 12.956193 -32.238771  -0.0168
C21 2.453024 13.174853 -33.608994  -0.8463
C22 1.689260 12.305907 -34.413620  -0.1702
C23 0.971426 11.298329 -33.835522  -0.7538
C24 0.957716 11.158261 -32.485861  -0.1118
H26 3.022141 13.501557 -31.578812  0.2615
H27 3.133536 13.842807 -34.114508  0.4212
H28 1.653219 12.515122 -35.474665  0.3722
H29 0.423043 10.747670 -34.589358  0.3696
H30 0.500987 10.259204 -32.089333  0.3878

Cartesian forces, eV/Å:
-0.84 0.09 0.82
1.82 -0.18 0.84
-1.79 1.21 -1.30
-0.56 -2.28 0.35
-0.35 0.09 -0.52
0.00 0.12 -0.11
-0.22 -0.57 0.14
-0.29 0.03 -0.42
0.11 -0.33 0.73
-0.43 -0.93 -0.65
2.41 0.36 -1.22
0.40 1.64 -0.48
-0.21 0.10 0.20
0.31 0.56 0.74
-0.39 0.40 0.03
-0.69 -0.15 0.40
-0.24 0.12 0.37
-0.52 0.29 -0.24
1.58 -0.21 -0.26
-0.85 -0.48 0.07
-0.09 -0.38 -0.27
1.00 -1.00 1.44
-0.73 0.39 -0.53
-0.10 0.36 0.40
0.55 0.06 -0.06
0.05 0.59 0.23
-0.10 0.01 -0.69
0.42 0.00 0.46
-0.18 0.68 0.22
0.28 -2.89 -0.35
1.05 0.81 -1.53
-0.96 -0.21 1.03
-0.08 -0.95 -0.95
0.63 0.40 -0.65
0.02 1.01 0.41
-0.39 0.05 0.64
0.23 0.50 -0.01
0.06 0.35 0.46
0.03 -0.08 0.04
0.48 1.41 0.86
-0.94 0.37 0.05
0.38 -0.55 -0.59
-0.02 0.56 0.65
-0.73 -0.52 0.33
0.94 -1.02 -1.72
0.10 -0.18 -0.74
-0.22 0.13 0.07
0.25 -0.03 -0.13
-0.07 0.13 -0.02
-0.90 0.43 -0.19
-0.68 0.27 -0.06
1.34 -0.31 0.47
-1.11 -1.65 -0.44
1.09 2.02 0.38
-0.54 0.55 -2.05
0.70 -1.04 1.20
-0.40 0.20 0.37
-0.06 0.47 0.54
0.07 -0.40 -0.12
-0.34 -0.75 0.78
-0.26 0.31 0.58

HOMO energy (eV): -7.1
Net charge: 0
DFT total energy (eV): -35826.563
Lowest unoccupied orbital energy (eV): 0.481
Energy relative to the best compared isomer or geometry (same formula, charge and spin) (eV): 0.000

---

Entry 2:
This record from the Open Molecules 2025 dataset describes a gas-phase ion, C24H30BrF9NO4S (charge +1). The level of theory is the ωB97M-V functional and the def2-TZVPD basis.

Each line ends with the Mulliken charge.
Cartesian coordinates (Å):
C1 4.164469 3.737283 3.005756  -0.9895
C2 2.604419 3.897170 2.758168  -0.4905
C3 2.154920 3.411418 1.300846  -0.5243
O1 0.967724 2.591179 1.489970  -0.6085
C4 0.926785 1.490174 0.658558  0.5225
C5 -0.244499 1.439923 -0.304243  0.3809
C6 -1.301220 2.623767 -0.352941  -0.8045
C7 -2.724509 1.962978 -0.107637  -1.1606
C8 -3.670194 2.904265 0.770217  0.6096
F1 -4.965467 2.530918 0.410115  -0.2806
F2 -3.371022 4.195240 0.332139  -0.2724
C9 -3.360153 2.693931 2.297904  0.8013
F3 -2.163093 3.337738 2.578990  -0.3236
F4 -3.129052 1.372841 2.633773  -0.2842
S1 -4.639279 3.353003 3.512778  1.2172
F5 -3.562764 4.480068 4.062283  -0.2888
F6 -5.230848 4.447461 2.467685  -0.2822
F7 -5.728632 2.210980 3.120285  -0.2724
F8 -4.016804 2.330332 4.658096  -0.3099
F9 -5.705278 3.903849 4.618119  -0.2756
C10 -0.468169 0.336842 -1.219567  -0.4755
C11 0.506085 -0.781096 -1.205252  0.3001
C12 0.273885 -1.946453 -2.118403  0.2699
O2 -0.861149 -1.918503 -2.890439  -0.3680
C13 -0.578867 -2.026845 -4.319998  -0.1703
C14 -1.448684 -0.885321 -5.035191  -0.9149
C15 1.256320 -3.012530 -2.084737  0.1051
O3 1.103725 -4.147311 -2.880525  -0.4864
C16 0.389420 -5.116177 -2.012308  -0.5310
C17 -1.180603 -4.933271 -2.045324  -0.1521
C18 -1.752590 -4.262313 -0.703211  -0.9822
N1 2.395816 -2.942177 -1.251121  0.2778
C19 3.366960 -4.063383 -1.320764  -0.8925
C20 2.623196 -1.882002 -0.398696  -0.2538
C21 1.693697 -0.729745 -0.291664  -0.0816
C22 1.921972 0.412075 0.663279  -0.0357
C23 3.143000 0.441103 1.646418  0.0899
C24 3.222992 -0.904597 2.491170  0.0942
O4 4.246886 -1.480085 2.660670  -0.4360
Br1 1.493856 -1.536706 3.248850  -0.1423
H1 4.775635 4.035869 2.117393  0.2772
H2 4.336200 2.670210 3.324579  0.2592
H3 4.406281 4.354161 3.921070  0.3547
H4 2.099458 3.191610 3.486991  0.2722
H5 2.213134 4.916692 3.007787  0.4832
H6 1.875746 4.342732 0.719144  0.3555
H7 2.985389 2.897626 0.747886  0.3378
H8 -1.273523 3.013020 -1.409497  0.4390
H9 -1.008416 3.398450 0.394305  0.4390
H10 -3.262182 1.889217 -1.100017  0.3301
H11 -2.668725 0.918533 0.285828  0.5848
H12 -1.336438 0.279631 -1.917795  0.3017
H13 0.506015 -1.979500 -4.583391  0.3361
H14 -1.050432 -2.997039 -4.657689  0.2907
H15 -0.841284 -0.331152 -5.796133  0.3092
H16 -2.366010 -1.363212 -5.487706  0.3109
H17 -1.823863 -0.189852 -4.226716  0.1773
H18 0.737670 -6.166819 -2.192598  0.4188
H19 0.710312 -4.870122 -0.952088  0.3483
H20 -1.514059 -4.336860 -2.931319  -0.0645
H21 -1.641032 -5.956546 -2.095556  0.4537
H22 -0.955141 -3.687702 -0.146477  0.2178
H23 -2.581116 -3.559577 -1.012736  0.2369
H24 -2.184785 -5.024417 -0.002976  0.3609
H25 4.333226 -3.714934 -0.867421  0.3695
H26 3.583363 -4.244843 -2.409625  0.3523
H27 2.995027 -5.009683 -0.851168  0.2856
H28 3.548704 -1.947882 0.227384  0.3017
H29 2.933123 1.244457 2.413626  -0.1661
H30 4.114469 0.691908 1.150867  0.4477

Cartesian forces, eV/Å:
-1.05 0.19 0.85
0.15 -1.12 -0.09
0.49 1.99 1.20
0.86 -1.36 -1.45
-0.04 -2.03 -1.56
0.08 -0.91 -0.81
0.86 -1.74 -0.06
-0.51 0.81 -0.28
1.05 -1.57 -2.54
1.46 1.09 1.13
-1.19 -1.43 1.27
1.75 -0.12 0.59
-1.63 -0.93 -0.85
-0.79 1.73 -1.23
-0.63 0.96 3.44
-1.55 -0.97 -0.72
0.62 -1.50 0.65
1.26 1.28 -0.25
-0.91 1.16 -1.16
1.24 -0.67 -1.28
2.25 0.29 2.09
-0.29 0.31 0.03
2.15 0.27 1.83
2.34 -0.27 0.44
-1.99 0.11 -1.61
0.10 -0.53 0.71
-1.42 1.31 -0.82
0.01 0.85 2.05
-0.63 -0.15 1.26
-0.03 -0.40 0.89
-0.08 0.19 -0.69
-1.04 1.45 0.45
1.11 -0.10 -0.79
-1.36 0.75 -0.32
0.03 -0.93 -0.69
-1.73 0.83 -0.83
-1.70 -0.19 0.43
0.88 0.94 -0.73
-1.00 0.09 0.09
0.77 0.34 -0.33
-0.40 -0.27 0.92
0.21 1.04 -0.65
0.09 -0.55 -1.20
0.39 0.85 -0.79
0.49 -0.84 -0.50
0.13 -1.22 0.35
-0.92 0.19 0.58
0.02 -0.06 1.26
-0.45 -0.63 -0.77
0.49 0.16 1.14
-0.03 1.07 -0.03
0.92 0.20 0.80
-0.92 -0.05 0.57
1.07 0.83 0.40
-0.74 -0.48 0.67
1.11 0.67 0.27
0.55 -0.56 -1.02
-0.27 1.15 -0.49
-0.31 -0.50 -1.06
0.50 -0.68 0.73
0.44 0.96 -0.27
-0.88 -0.49 -0.61
0.90 -0.67 0.61
0.48 0.67 -0.69
-1.11 -0.44 -0.19
-0.33 0.02 1.14
0.23 1.07 -0.31
-1.00 -0.01 -0.82
0.19 -0.87 -0.82
-0.73 -0.61 0.45

HOMO energy (eV): -11.8
Net charge: +1
DFT total energy (eV): -140377.683
Lowest unoccupied orbital energy (eV): -4.316
Structure (SMILES): CCCOc1c(CCC(F)(F)C(F)(F)S(F)(F)(F)(F)F)cc2c(OCC)c(OCCC)[n+](C)cc2c1CC(=O)Br